No. 1
Entry from the OMol25 dataset: 13 unconnected molecules or ions with the total composition C61H158N12O23 (ωB97M-V with the def2-TZVPD basis set).

Element x y z (Å)
O  -6.816  -7.117  5.894
O  -2.069  4.513  -0.899
O  5.837  -2.751  2.760
O  -0.617  -3.649  4.505
O  4.576  -1.753  4.950
O  -3.269  2.724  -4.861
O  2.339  3.581  -5.460
O  1.988  4.349  2.773
O  -5.502  -1.112  -1.173
O  3.571  -6.138  -0.307
O  -3.855  -5.584  0.038
O  -0.562  7.483  -4.443
O  -2.497  0.395  0.219
O  4.859  -5.368  2.804
O  5.993  3.384  1.212
O  -1.888  -3.188  -1.514
O  2.179  3.911  -1.171
O  -0.531  -0.539  -5.672
O  0.040  1.242  5.213
O  1.487  -3.153  -3.269
O  2.375  -0.586  1.996
O  -6.129  5.866  -0.024
O  4.503  1.525  -4.169
N  -4.706  -3.054  0.950
N  0.875  -5.030  -0.877
N  -0.136  -0.923  5.910
N  -3.497  -5.790  5.414
N  0.366  -1.875  0.256
N  3.614  4.915  -3.417
N  -4.825  3.940  -2.821
N  -1.550  -0.198  4.283
N  2.007  0.763  -5.131
N  4.467  5.493  2.548
N  -0.601  4.668  -3.459
N  3.335  -4.364  5.255
C  -1.265  -4.816  5.022
C  -3.720  -3.900  1.583
C  1.647  -1.275  -0.223
C  -5.311  3.693  -4.194
C  -2.584  1.497  -5.094
C  3.631  -5.903  3.302
C  -0.852  -3.303  3.166
C  2.537  4.854  3.972
C  0.898  0.685  -4.213
C  -6.140  5.571  1.366
C  -5.371  5.093  -2.128
C  5.588  4.790  3.120
C  -1.367  -4.508  -1.775
C  2.736  -3.150  5.808
C  -0.648  8.714  -5.164
C  -0.597  -0.963  0.770
C  5.740  -6.382  2.355
C  -3.078  1.257  -0.744
C  -1.452  6.491  -4.864
C  -0.539  -4.866  -0.541
C  -0.795  3.971  -1.038
C  -7.913  -6.402  5.335
C  3.507  4.310  -5.693
C  -4.192  -6.788  -0.526
C  6.862  3.147  0.090
C  3.077  5.740  -2.333
C  -2.377  4.866  0.428
C  -2.694  -4.597  5.637
C  0.757  3.713  2.862
C  -5.562  -6.996  5.356
C  2.775  -4.807  3.954
C  3.457  5.941  3.488
C  1.639  -5.019  0.382
C  2.498  2.763  -0.334
C  3.115  -4.848  0.047
C  -4.622  2.506  -4.771
C  -1.238  -0.005  -0.248
C  -4.376  -1.661  0.947
C  -6.567  -0.407  -1.863
C  -2.831  -2.799  -2.502
C  -0.495  0.157  5.141
C  3.063  -0.112  -4.960
C  3.142  4.949  -1.037
C  3.175  -1.897  5.019
C  -1.749  5.465  -3.719
C  3.404  0.147  2.514
C  2.750  -1.236  0.736
C  5.237  -1.193  6.039
C  -5.927  4.724  -0.752
C  3.970  0.287  -3.786
C  1.181  3.884  -6.195
C  -1.483  -1.568  -5.841
C  5.422  1.999  -3.226
C  3.456  5.470  -4.751
C  -4.095  -5.333  1.358
C  -0.001  -0.500  -4.394
C  4.625  -6.069  -1.205
C  6.580  4.334  2.010
C  -5.561  -0.920  0.259
C  -4.861  -5.833  5.928
C  -0.690  3.579  -2.510
H  -2.491  -4.292  6.696
H  -4.281  -1.212  1.967
H  -4.050  -6.804  -1.620
H  -6.425  6.548  1.786
H  -1.140  -2.529  -5.444
H  0.436  -1.467  -4.217
H  5.351  -7.362  2.684
H  -7.946  -6.498  4.238
H  -4.062  1.492  -0.392
H  -6.345  0.536  -2.300
H  3.827  -6.705  4.062
H  0.236  2.959  -2.689
H  4.322  6.202  -4.861
H  1.581  -3.248  5.748
H  -6.181  5.549  -2.720
H  4.161  4.514  -0.960
H  -5.652  -6.896  4.267
H  7.777  2.593  0.326
H  -3.482  -1.446  0.342
H  2.955  -2.298  0.970
H  5.670  2.998  -3.453
H  3.783  -4.450  0.830
H  -2.315  6.981  -5.255
H  4.281  3.590  -5.353
H  -1.913  -1.121  4.264
H  2.054  -1.964  -0.946
H  2.539  6.001  -4.811
H  1.504  -3.815  -2.561
H  -2.433  -3.109  -3.440
H  1.708  5.171  4.572
H  -3.396  5.216  0.455
H  -6.512  -1.258  0.662
H  -0.777  -4.450  -2.652
H  0.575  3.389  1.804
H  -5.253  -6.908  -0.337
H  3.146  -4.233  -0.892
H  -1.536  9.275  -4.781
H  -3.691  -3.735  2.676
H  4.857  2.054  -2.314
H  -4.698  5.929  -1.909
H  -1.521  -1.566  1.069
H  2.032  6.062  -2.439
H  -3.586  -7.578  -0.115
H  -5.083  -7.956  5.649
H  -7.405  -0.320  -1.265
H  -6.786  -1.027  -2.748
H  -0.078  4.383  3.189
H  -1.740  5.693  0.865
H  -2.140  6.009  -2.885
H  -1.765  -1.703  -6.889
H  6.323  2.531  -0.602
H  0.694  -0.961  6.463
H  -0.326  -1.770  5.388
H  5.292  -3.524  2.803
H  1.899  1.944  -0.771
H  5.528  -5.572  -0.921
H  -5.406  0.117  0.469
H  -0.097  4.753  -0.866
H  -6.826  4.126  -0.796
H  -5.121  -5.495  1.601
H  5.490  -2.188  3.435
H  -7.997  -5.325  5.580
H  1.384  -0.240  -0.623
H  -1.219  -5.555  4.193
H  2.775  -0.956  5.334
H  -3.832  -3.253  -2.336
H  0.170  5.261  -3.102
H  -2.190  -5.265  -1.872
H  5.838  -6.371  1.271
H  -5.348  -4.861  5.655
H  4.293  -4.159  5.153
H  -6.959  4.909  1.622
H  3.163  4.051  4.528
H  1.240  0.666  -3.202
H  -1.848  0.514  3.568
H  -2.258  3.953  1.099
H  2.270  2.934  0.728
H  3.070  -3.174  6.838
H  3.491  1.063  1.944
H  -3.074  -1.732  -2.422
H  -0.206  -0.413  1.631
H  2.628  -1.064  -4.796
H  7.619  4.127  2.302
H  -0.898  -5.789  -0.094
H  4.958  -0.096  6.098
H  4.896  -7.142  -1.407
H  -4.818  -5.896  7.026
H  4.258  -5.673  -2.174
H  3.089  5.603  -0.159
H  -0.863  8.584  -6.255
H  -5.137  5.255  1.683
H  4.788  -0.443  -3.546
H  5.253  3.912  3.695
H  -2.529  2.137  -0.931
H  -8.832  -6.870  5.598
H  -6.416  3.502  -4.211
H  -3.158  0.672  -1.710
H  0.404  3.131  -5.993
H  -2.425  -1.346  -5.243
H  6.191  5.385  3.784
H  3.741  -0.099  -5.841
H  0.697  2.782  3.502
H  1.322  -4.132  0.990
H  3.634  -0.732  0.372
H  6.755  -6.075  2.723
H  0.913  -5.948  -1.306
H  3.120  4.023  -3.474
H  -5.073  2.254  -5.739
H  0.338  9.186  -5.056
H  -0.591  -5.176  5.793
H  3.589  2.581  -0.464
H  -1.581  2.975  -2.780
H  -1.334  -0.446  -1.260
H  -1.714  -2.682  2.890
H  6.306  -1.154  5.836
H  6.724  5.233  1.366
H  -0.852  -0.575  -3.655
H  3.646  4.509  -6.771
H  2.610  -3.997  3.234
H  3.146  0.381  3.547
H  -2.612  4.838  -4.021
H  6.296  1.344  -3.127
H  -2.796  1.032  -6.118
H  7.148  4.041  -0.454
H  -0.583  -4.121  0.208
H  -3.488  -5.884  2.006
H  1.811  -5.240  4.167
H  -2.707  -3.751  1.230
H  -4.813  -3.415  -0.011
H  -1.081  5.893  -5.680
H  2.794  -2.099  4.045
H  -3.304  -3.791  5.198
H  -5.039  4.586  -4.841
H  4.043  6.487  4.291
H  1.541  -5.972  1.044
H  -3.811  4.025  -2.933
H  3.309  0.310  -2.844
H  5.033  -1.747  7.021
H  -4.926  1.605  -4.198
H  0.694  4.779  -5.781
H  4.027  4.857  1.899
H  -0.014  -2.695  2.807
H  -1.575  1.854  -5.077
H  2.832  6.760  2.995
H  -0.622  3.212  -0.309
H  -5.200  4.103  -0.219
H  3.054  -6.462  2.528
H  -3.053  -6.681  5.528
H  -2.798  0.804  -4.309
H  0.356  1.619  -4.358
H  3.608  6.667  -2.220
H  1.377  3.923  -7.231
H  4.406  -0.438  2.491
H  2.223  1.718  -5.315
H  -0.797  -4.212  2.644
H  -0.029  -2.408  -0.473
H  1.664  -3.632  -4.091
H  -0.573  0.864  -0.413

Cartesian forces (eV/Å) of the 2 atoms listed first:
O -2.73 -0.10 1.00
O -1.35 0.48 0.70

Properties
F_max   0.0629 Eh/bohr
E_HOMO   -7.620 eV
Frontier orbital gap   7.980 eV
Net charge   0



No. 2
Entry from the OMol25 dataset: 2 unconnected molecules or ions with the total composition CH4BrP (ωB97M-V with the def2-TZVPD basis set).

Element x y z (Å)
Br  2.876  -0.207  -0.232
P  1.161  1.124  0.060
C  -0.116  -0.110  0.482
H  0.066  -0.631  1.410
H  0.844  1.193  -1.307
H  -1.125  0.251  0.357
H  0.165  -1.197  -0.705

Cartesian forces (eV/Å) of the 2 atoms listed first:
Br 0.59 -0.35 -0.02
P -0.40 0.53 0.34

Properties
Energy relative to the best compared isomer or geometry (same formula, charge and spin)   189.4 kJ/mol
F_max   0.0963 Eh/bohr
E_HOMO   -9.194 eV
Frontier orbital gap   9.535 eV
Net charge   0



No. 3
Entry from the OMol25 dataset: a molecular structure, C32H39CoN6O4PSSe (ωB97M-V with the def2-TZVPD basis set).

Element x y z (Å)
Se  5.081  -0.200  5.017
Co  -0.266  1.250  -0.241
S  -4.834  0.691  0.466
P  -0.482  -2.118  -0.537
O  -0.352  -0.580  -0.338
O  0.515  -2.727  0.539
O  -0.322  -2.588  -1.922
O  -1.876  -2.460  0.150
N  5.128  0.240  3.310
N  1.796  1.560  0.081
N  -0.110  1.261  1.981
N  -0.241  1.298  -2.616
N  -2.459  1.458  -0.012
N  3.336  0.028  5.135
C  2.572  -3.060  1.669
C  3.906  0.529  2.937
C  2.190  1.177  1.315
C  -0.305  3.208  -0.673
C  3.553  0.970  1.605
C  1.510  0.646  3.648
C  -3.479  -2.878  -1.648
C  -4.603  2.253  -0.200
C  -0.444  4.144  0.351
C  -3.903  -3.528  0.737
C  1.174  1.020  2.332
C  -0.416  5.941  -1.247
C  4.078  1.681  -0.610
C  -0.201  3.657  -1.983
C  -0.255  5.020  -2.268
C  -3.283  2.491  -0.384
C  1.914  -3.034  0.295
C  -2.209  -4.774  -0.610
C  0.039  2.661  -3.078
C  -0.509  5.502  0.067
C  -0.802  0.790  4.220
C  2.575  -1.965  -0.574
C  0.687  0.348  -3.241
C  0.497  0.531  4.596
C  -1.611  0.911  -2.968
C  -2.853  -3.415  -0.362
C  -1.053  1.152  2.901
C  4.504  1.246  0.628
C  -3.143  0.451  0.461
C  1.996  -4.402  -0.373
C  2.716  1.805  -0.838
C  2.899  0.396  3.955
H  2.153  -1.980  -1.579
H  -0.465  6.997  -1.474
H  -1.609  0.730  4.935
H  2.361  2.170  -1.793
H  -0.632  6.215  0.872
H  2.515  -2.075  2.138
H  -3.433  -3.829  1.673
H  -1.709  0.808  -4.056
H  0.606  0.394  -4.334
H  3.619  -3.346  1.569
H  -0.152  5.353  -3.295
H  -0.514  3.821  1.384
H  0.748  0.240  5.607
H  -2.857  3.406  -0.763
H  2.067  -3.780  2.313
H  -4.415  -2.577  0.890
H  -1.844  -0.052  -2.515
H  -5.432  2.907  -0.409
H  -2.319  1.661  -2.623
H  -4.641  -4.278  0.456
H  0.446  -0.661  -2.921
H  -2.694  -0.474  0.788
H  -2.955  -5.461  -1.009
H  -1.816  -5.184  0.321
H  1.543  -5.154  0.274
H  -2.760  -2.939  -2.465
H  -1.397  -4.680  -1.328
H  3.647  -2.150  -0.638
H  3.036  -4.672  -0.556
H  -3.790  -1.841  -1.522
H  1.716  0.574  -2.957
H  -4.356  -3.471  -1.906
H  1.458  -4.381  -1.320
H  1.087  2.720  -3.384
H  -0.553  2.915  -3.967
H  4.779  1.935  -1.391
H  2.415  -0.977  -0.137
H  -2.062  1.385  2.589
H  5.555  1.146  0.860

Cartesian forces (eV/Å) of the 2 atoms listed first:
Se 0.07 -0.05 0.08
Co -0.39 0.32 -0.14

Properties
Multiplicity   5
Energy relative to the best compared isomer or geometry (same formula, charge and spin)   51.1 kJ/mol
F_max   0.0248 Eh/bohr
E_HOMO (spin up / spin down)   -10.986 / -11.460 eV
Frontier orbital gap (spin up / spin down)   7.432 / 7.711 eV
Net charge   +1
⟨S²⟩   6.0105



No. 4
Entry from the OMol25 dataset: a molecular structure, ClCu (ωB97M-V with the def2-TZVPD basis set).

Element x y z (Å)
Cu  1.568  0.670  -0.948
Cl  -1.568  -0.670  0.948

Cartesian forces, eV/Å:
Cu -0.02 -0.01 0.01
Cl 0.02 0.01 -0.01

Properties
Multiplicity   2
Energy relative to the best compared isomer or geometry (same formula, charge and spin)   91.9 kJ/mol
F_max   0.0005 Eh/bohr
E_HOMO (spin up / spin down)   -16.110 / -15.626 eV
Frontier orbital gap (spin up / spin down)   8.030 / 7.169 eV
Net charge   +1
⟨S²⟩   0.7522